ORCA calculation (wB97M-V/def2-TZVPD) on C54H39F7O14V3 as an isolated structure in a non-equilibrium geometry.

CARTESIAN COORDINATES (ANGSTROEM)
O -15.5952 -2.0107 14.2049
V -16.4180 -0.7133 13.8428
O -16.2910 0.3461 15.0797
O -25.7234 -0.2018 11.5955
V -24.3620 -0.3772 10.8684
O -24.4464 -1.3637 9.6501
O -17.0335 3.4638 12.4737
V -16.9718 2.3708 11.2805
O -17.8148 3.0239 10.0619
C -12.5426 2.0829 10.6357
C -13.9709 1.7705 10.9953
C -14.2982 0.6515 12.0058
O -15.4397 0.4706 12.3821
C -13.2063 -0.2801 12.3218
C -11.9673 -0.0211 11.8695
C -11.5956 1.1762 11.0019
O -10.3746 1.3925 10.6532
O -11.1369 -1.0070 12.1624
O -14.9042 2.3607 10.5052
H -12.3836 2.9207 9.9731
H -13.4353 -1.2157 12.8101
C -20.3588 0.9181 11.8556
C -21.6927 0.3598 11.6340
C -21.9195 -1.0921 12.2566
O -22.9539 -1.6547 12.0089
C -20.8102 -1.6738 13.0405
C -19.6131 -1.0410 13.2219
C -19.4212 0.3698 12.6053
O -18.2482 0.9210 12.5698
O -18.6267 -1.6658 13.9089
O -22.6482 0.8820 10.9852
H -20.2132 1.8983 11.4261
H -20.8308 -2.6889 13.4086
F -15.1017 -1.9038 20.7421
C -16.0810 -1.6977 19.7937
C -16.4299 -0.3375 19.3893
C -17.3073 -0.1505 18.3639
C -17.7852 -1.2435 17.6282
C -17.5113 -2.5655 18.0282
C -16.7181 -2.7849 19.1616
H -15.9472 0.4718 19.9170
H -17.4830 0.8514 18.0010
H -18.5455 -1.1947 16.8627
H -17.9764 -3.4236 17.5657
H -16.5401 -3.7769 19.5496
F -24.9654 1.3392 9.6431
C -25.1880 2.6168 9.1640
C -26.1811 2.8596 8.2619
C -26.5899 4.1567 7.8987
C -25.7944 5.2063 8.2748
C -24.7710 4.9805 9.1860
C -24.4666 3.7304 9.6693
H -26.8196 2.0424 7.9603
H -27.3829 4.2906 7.1778
H -25.8990 6.2147 7.9026
H -24.1692 5.8469 9.4177
H -23.6580 3.6314 10.3784
F -20.7383 -2.1826 7.0837
C -21.6443 -2.9383 7.7324
C -22.6551 -3.5233 7.0062
C -23.5559 -4.3228 7.7040
C -23.4116 -4.5440 9.0912
C -22.3255 -4.0038 9.7760
C -21.4425 -3.1485 9.0743
H -22.8191 -3.3262 5.9571
H -24.3806 -4.7647 7.1647
H -24.1658 -5.1008 9.6273
H -22.2915 -4.1884 10.8395
H -20.7024 -2.6205 9.6573
F -22.6605 -6.3873 18.6695
C -22.0002 -5.3623 18.0586
C -21.7245 -4.2067 18.8229
C -21.1357 -3.0641 18.2065
C -20.9501 -3.1305 16.8329
C -21.3347 -4.2119 16.0382
C -21.9150 -5.2903 16.6789
H -21.6837 -4.2576 19.9009
H -20.5674 -2.3308 18.7593
H -20.4073 -2.3445 16.3290
H -21.2173 -4.2311 14.9648
H -22.2661 -6.1537 16.1333
F -25.3541 -3.6064 11.4640
C -25.2159 -4.7915 12.1187
C -26.1139 -5.8279 12.0660
C -25.9443 -6.9390 12.9228
C -24.8426 -7.0259 13.7259
C -23.8763 -6.0390 13.6256
C -24.0333 -4.9671 12.7875
H -27.0575 -5.7287 11.5500
H -26.8029 -7.5934 12.9550
H -24.6502 -7.8395 14.4097
H -22.9143 -6.1113 14.1110
H -23.2746 -4.2022 12.8640
F -21.3888 5.5230 9.7297
C -20.6435 4.7294 8.8807
C -20.9963 3.3874 8.8972
C -20.2912 2.5536 8.0130
C -19.3184 3.0739 7.1295
C -18.9406 4.4087 7.1970
C -19.6741 5.2715 8.0070
H -21.6979 3.0564 9.6486
H -20.4675 1.4893 8.0631
H -18.7995 2.3265 6.5475
H -18.2046 4.7763 6.4973
H -19.6787 6.3510 8.0401
F -16.6343 -1.7884 11.7221
C -16.5509 -3.0363 11.1923
C -17.6700 -3.8693 11.2806
C -17.5295 -5.2780 11.0119
C -16.3347 -5.6711 10.3583
C -15.2975 -4.7947 10.1379
C -15.3560 -3.4263 10.6069
H -18.5931 -3.6589 11.8002
H -18.3683 -5.9411 11.1636
H -16.0620 -6.6599 10.0200
H -14.4598 -5.2667 9.6462
H -14.5692 -2.6934 10.5063

Properties
Calculated total energy: -6665.4356 a.u.
Kohn-Sham gap (spin up / spin down): 6.460 / 5.163 eV
2S+1: 2
Charge: 0
Maximum force: 6.756 eV Å⁻¹
LUMO (spin up / spin down): -2.41 / -3.70 eV
⟨S²⟩: 0.982